[1]
The following is a quantum chemistry calculation of a single C9H11NO2 molecule in a non-equilibrium geometry, from OMol25.

Output
Strongest force on any atom   3.60 eV/Å
LUMO level   0.767 eV
Calculated total energy   -554.7004 Ha
HOMO-LUMO gap   9.52 eV
Structure (SMILES)   CC1(C)C(=O)N[C@@H]1c1ccoc1
HOMO level   -8.75 eV

Each line ends with the Mulliken charge.
Atoms and positions in Å:
C  0.456  -1.051  1.855  -0.496
C  0.199  -0.878  3.204  -0.414
C  0.387  1.141  2.358  -0.555
C  0.476  0.232  1.269  0.460
C  1.006  -0.188  -2.069  -0.025
C  0.744  0.540  -0.150  -0.328
C  -0.299  0.090  -1.327  1.700
C  -1.184  1.196  -1.884  -1.587
C  -1.063  -1.131  -1.000  -1.646
N  1.735  -0.208  -0.837  -0.279
O  1.267  -0.414  -3.199  -0.570
O  0.124  0.436  3.457  -0.305
H  0.582  -2.047  1.375  0.377
H  -0.298  -1.547  3.831  0.397
H  0.281  2.280  2.507  0.324
H  0.947  1.596  -0.280  0.552
H  -0.465  1.851  -2.245  0.434
H  -1.690  1.636  -0.948  0.311
H  -2.107  0.943  -2.463  0.348
H  -2.076  -1.066  -0.504  0.279
H  -0.310  -1.705  -0.478  0.345
H  -1.412  -1.663  -1.900  0.398
H  2.700  -0.046  -0.572  0.282

***

[2]
The following is a quantum chemistry calculation of a gas-phase ion, C10H6BrN2S (charge +1) in a non-equilibrium geometry, from OMol25.

Output
Strongest force on any atom   7.49 eV/Å
Charge   +1
LUMO level   -5.463 eV
Calculated total energy   -3465.6215 Ha
HOMO-LUMO gap   6.45 eV
Structure (SMILES)   S=C=Nc1cccc2c[nH+]cc(Br)c12
HOMO level   -11.91 eV

Each line ends with the Mulliken charge.
Atoms and positions in Å:
S  3.764  -2.464  1.382  -0.058
C  3.311  -1.462  0.046  0.327
N  2.769  -0.940  -1.118  -0.409
C  1.683  -0.009  -0.647  0.229
C  2.158  1.561  -0.327  -0.185
C  1.159  2.737  0.232  -0.358
C  -0.421  2.373  0.485  -0.538
C  -0.927  0.821  0.203  0.397
C  -2.510  0.404  0.480  -0.214
N  -3.010  -1.003  0.236  -0.085
C  -2.091  -2.086  -0.287  -0.203
C  -0.475  -1.850  -0.646  -0.254
Br  0.507  -3.423  -1.376  -0.014
C  0.112  -0.349  -0.369  0.476
H  3.303  1.843  -0.496  0.326
H  1.645  3.810  0.421  0.312
H  -1.134  3.234  0.871  0.276
H  -3.244  1.220  0.910  0.333
H  -4.021  -1.255  0.440  0.315
H  -2.581  -3.162  -0.440  0.328

***

[3]
The following is a quantum chemistry calculation of 2 unconnected molecules or ions with the total composition C3H11NOS in a non-equilibrium geometry, from OMol25.

Output
Strongest force on any atom   1.85 eV/Å
LUMO level   0.618 eV
Calculated total energy   -649.0537 Ha
HOMO-LUMO gap   9.31 eV
Structure (SMILES)   NCCCS.O
HOMO level   -8.69 eV

Each line ends with the Mulliken charge.
Atoms and positions in Å:
S  -0.248  -1.491  -1.116  -0.200
N  1.672  3.030  -0.287  -0.629
C  -0.212  -0.220  0.150  -0.507
C  0.844  2.084  0.365  -0.564
C  0.781  0.815  -0.485  -0.683
H  -0.790  -2.442  -0.325  0.061
H  1.744  3.822  0.360  0.250
H  1.049  3.336  -1.043  0.252
H  0.097  -0.728  1.084  0.359
H  -1.241  0.160  0.297  0.325
H  -0.169  2.505  0.513  0.291
H  1.286  1.912  1.365  0.367
H  0.329  1.143  -1.441  0.316
H  1.774  0.383  -0.712  0.354
O  -2.265  -4.406  0.590  -0.628
H  -3.057  -4.990  0.610  0.313
H  -1.596  -4.913  0.075  0.323